Here is a cluster of 13 separate species, C93H202N10O13 in total at a distorted geometry from the OMol25 dataset. Energies are from wB97M-V/def2-TZVPD.

```
318
Properties=species:S:1:pos:R:3:forces:R:3
C -5.1224 -0.6679 -1.6725 0.350 -0.403 1.344
O -6.4036 -0.0968 -1.5099 -0.306 -0.038 -0.240
H -4.4757 -0.0336 -2.2844 -0.040 -0.423 -0.335
H -4.6463 -0.7595 -0.6794 0.119 0.126 -0.226
H -5.2229 -1.7179 -1.9800 0.041 0.524 -0.564
H -6.3602 0.4860 -0.7518 -0.115 0.176 0.102
C 2.8736 -4.0167 0.3361 -0.417 0.381 -0.078
O 4.3100 -3.9200 0.4054 -0.856 -0.485 0.404
H 2.5323 -3.3444 -0.4531 -0.201 -0.289 -0.333
H 2.5967 -5.0616 0.1160 0.230 0.491 0.014
H 2.3029 -3.6713 1.2336 0.885 -0.460 -0.173
H 4.4951 -3.0489 0.7551 0.245 0.299 0.156
C 3.3754 4.4837 -2.4537 -0.160 0.196 0.176
O 2.6468 3.2667 -2.2905 -1.100 -0.063 -1.014
H 3.9750 4.4300 -3.3430 0.768 -0.140 -0.275
H 2.7462 5.3546 -2.6167 -0.479 0.071 0.247
H 3.9834 4.6833 -1.5514 -0.273 -0.427 -0.510
H 2.0878 3.0947 -3.1062 1.106 0.491 1.366
C -1.3866 -5.5394 0.1757 0.351 0.541 0.101
C -2.2986 -6.5017 0.9570 -0.531 -0.385 -2.126
C -2.1467 -6.2802 2.4132 -0.284 0.518 2.158
C -2.7989 -5.0140 2.9432 -0.331 0.215 -0.669
C -4.2717 -5.0255 2.5916 -0.109 -2.936 -0.215
C -4.5665 -5.3095 1.0627 0.092 1.265 0.850
N -3.7534 -6.3948 0.5793 1.274 -1.545 0.117
O -3.9235 -6.6427 -0.8288 0.170 0.686 0.788
C -6.0208 -5.7466 0.9620 -0.301 -0.862 -0.478
C -4.2885 -4.0259 0.2606 0.571 0.116 1.731
C -1.8335 -7.9489 0.6880 0.589 0.360 0.158
H -1.5004 -4.5112 0.5560 0.429 -0.366 -0.013
H -1.5690 -5.4610 -0.8971 -0.293 -0.329 -0.045
H -0.3346 -5.8565 0.2609 -0.278 0.178 0.197
H -2.5674 -7.1333 2.9523 -0.194 -0.058 -0.026
H -1.1245 -6.2207 2.7707 0.569 -0.308 -0.594
H -2.3302 -4.1247 2.4966 0.026 -0.155 0.025
H -2.6610 -4.9051 4.0173 0.035 -0.126 0.132
H -4.7141 -4.1380 2.9251 -0.970 1.509 0.080
H -4.7995 -5.8466 3.1927 0.798 0.856 -0.749
H -6.3118 -5.9026 -0.1146 0.222 -0.141 1.164
H -6.1444 -6.6636 1.5948 0.100 0.478 -0.962
H -6.7058 -5.0373 1.3993 -0.135 0.635 0.040
H -3.2127 -3.7824 0.2665 -0.538 -0.029 -0.092
H -4.6146 -4.1758 -0.7264 -0.521 0.205 -1.452
H -4.8040 -3.2009 0.7504 -0.240 0.141 -0.412
H -0.8616 -7.9766 1.2260 -0.452 -0.590 -0.344
H -1.6524 -8.1944 -0.3633 -0.119 0.283 0.110
H -2.5431 -8.6819 1.0849 0.185 0.215 0.117
H -3.5939 -5.8570 -1.3175 -0.117 -0.367 0.221
C -5.5346 0.0178 2.0474 -0.582 0.885 -1.533
C -4.6851 -0.4526 3.1963 -0.402 0.210 0.794
C -3.4946 -1.2781 2.7074 -1.558 0.159 -1.229
C -2.5001 -1.5186 3.7321 0.683 -0.031 2.157
C -1.9330 -0.1862 4.2177 -0.101 -0.371 -1.148
C -2.9867 0.7842 4.7482 -0.765 -0.434 0.220
N -4.1432 0.7933 3.8115 0.560 -0.106 -0.070
O -5.1610 1.6494 4.3270 0.433 -0.399 -0.596
C -3.3948 0.4262 6.2107 0.141 -0.608 0.025
C -2.3736 2.1729 4.7477 -0.052 0.640 0.834
C -5.5887 -1.3666 4.1042 0.546 0.409 0.152
H -6.3737 0.6359 2.4003 0.035 -0.482 0.025
H -5.9149 -0.8186 1.4301 0.061 0.260 0.407
H -5.0112 0.7214 1.3491 0.104 -0.671 0.625
H -3.8227 -2.2463 2.2863 -0.149 0.667 -0.014
H -2.9872 -0.6947 1.9388 -0.166 -0.050 -0.470
H -1.7437 -2.1102 3.2554 0.860 -0.418 0.157
H -2.8880 -2.0924 4.6057 0.220 0.156 -0.547
H -1.4554 0.2874 3.3282 -0.045 -0.275 0.798
H -1.1926 -0.4212 4.9668 0.354 0.521 0.307
H -2.5353 0.3692 6.8968 0.042 0.021 -0.440
H -4.0105 1.2160 6.6155 -0.397 0.178 0.059
H -3.9324 -0.5435 6.3269 0.294 0.616 -0.328
H -2.9915 2.9101 5.2936 0.112 -0.410 -0.231
H -1.4450 2.0516 5.3002 0.279 0.309 -0.029
H -2.1546 2.6162 3.7712 -0.093 -0.474 -0.013
H -6.3148 -0.8278 4.7423 0.497 -0.019 -0.142
H -4.9313 -2.0032 4.7352 -0.779 0.220 -0.320
H -6.2261 -1.9507 3.4346 0.288 -0.302 0.165
H -5.6905 1.0782 4.8852 -0.382 -0.125 0.520
C -3.3663 6.7136 -3.8573 -1.622 0.887 0.087
C -3.7615 6.6653 -2.3237 0.816 0.703 -0.926
C -3.6998 5.2250 -1.7672 -2.487 0.358 0.142
C -3.6396 5.1615 -0.2429 1.215 0.900 -1.496
C -2.2944 5.8133 0.0006 -0.801 0.443 1.899
C -2.3711 7.3142 -0.2231 0.484 0.613 -0.345
N -2.6900 7.5288 -1.6675 -0.452 -0.851 0.418
O -2.8777 8.9467 -1.9581 0.809 -1.352 -0.648
C -3.2790 8.1264 0.7497 0.236 -2.018 -0.626
C -0.9419 7.7996 0.0156 0.078 2.099 -0.349
C -5.2282 7.2277 -2.2479 0.985 -0.654 0.706
H -4.1422 6.1984 -4.4775 0.650 0.335 0.561
H -2.3911 6.3105 -4.1150 0.126 -0.042 0.328
H -3.4291 7.7964 -4.1735 0.231 -1.052 0.244
H -4.6473 4.7399 -2.0911 0.491 0.154 -0.176
H -2.8950 4.5971 -2.0940 0.564 0.082 -0.694
H -3.6409 4.1427 0.0014 0.001 -1.541 0.716
H -4.4424 5.6491 0.2850 -0.325 0.257 0.054
H -1.5165 5.4388 -0.6499 0.126 -0.410 -0.162
H -1.9609 5.6789 1.0424 0.044 -0.039 -0.235
H -2.9097 7.9419 1.7408 0.331 0.170 0.637
H -3.1693 9.1568 0.4858 -0.455 0.629 -0.024
H -4.2960 7.7189 0.7661 -0.027 0.620 -0.339
H -0.6402 7.7686 1.0553 -0.177 -0.315 0.356
H -0.1510 7.3367 -0.5654 -0.212 -0.386 -0.300
H -0.9280 8.8835 -0.2318 0.184 -0.478 0.022
H -5.1370 8.2948 -2.5029 -0.516 -0.358 0.303
H -5.6907 7.0317 -1.2293 0.464 0.478 -1.262
H -5.7776 6.6763 -3.0314 -0.087 0.413 0.478
H -2.2095 8.9828 -2.6773 -0.692 0.593 0.677
C 6.6166 1.7819 -0.6376 -0.399 -0.027 -0.045
C 7.3778 1.5347 0.6875 0.313 0.915 -0.481
C 6.3866 1.6633 1.8112 -1.418 0.420 -0.209
C 6.9214 1.4378 3.1862 0.434 -0.691 0.696
C 7.4239 -0.0109 3.2067 -0.061 -0.358 0.074
C 8.4758 -0.3036 2.1037 -1.022 -0.547 -0.506
N 7.8577 0.1546 0.7921 0.506 -0.099 0.402
O 8.8096 -0.0759 -0.2555 -0.482 -0.572 -0.014
C 9.8916 0.1831 2.4400 -0.059 0.950 -0.112
C 8.5563 -1.8184 1.9747 0.428 -1.371 -1.710
C 8.4974 2.6216 0.6815 0.205 -0.551 0.378
H 5.8268 1.0639 -0.8636 -0.086 -0.139 0.320
H 7.2805 1.7790 -1.4891 0.392 -0.166 -0.185
H 6.1581 2.7920 -0.6404 0.214 -0.474 0.294
H 5.8086 2.5846 1.7463 0.323 0.414 -0.124
H 5.6298 0.9064 1.5812 -0.071 -0.194 0.270
H 6.1606 1.6423 3.9618 0.185 -0.309 -0.317
H 7.7573 2.1007 3.4280 0.010 0.140 -0.160
H 6.5817 -0.7365 3.1130 0.467 0.709 -0.292
H 7.8797 -0.3037 4.1418 0.291 0.183 0.508
H 10.5781 0.2380 1.5848 -0.396 -0.442 0.009
H 9.8831 1.2069 2.8236 -0.057 -0.109 0.280
H 10.3179 -0.4824 3.1904 0.025 0.096 0.032
H 7.6334 -2.3362 1.7204 -0.564 0.573 -0.276
H 9.2608 -2.1327 1.1614 -0.334 0.455 0.628
H 8.8553 -2.4069 2.8187 0.592 0.364 1.039
H 8.5951 2.9388 -0.3440 0.035 0.674 -0.164
H 9.4691 2.1755 0.8843 -0.023 0.074 0.351
H 8.3212 3.4680 1.3707 -0.001 -0.393 -0.417
H 8.4544 -0.9205 -0.5827 0.475 0.475 -0.236
C -1.6770 1.9861 -1.6046 -1.058 0.396 0.396
C -1.0710 1.3228 -0.3887 1.540 0.218 0.817
C -1.1887 -0.1975 -0.4844 -0.269 0.275 0.253
C -0.2935 -0.9225 0.5035 -1.542 0.014 0.039
C 1.0850 -0.5054 0.2273 1.514 0.331 0.050
C 1.3642 0.9735 0.4437 -0.486 0.270 -0.005
N 0.4200 1.6787 -0.4388 -1.128 -0.512 0.534
O 0.5743 3.0805 -0.2040 -0.496 -0.373 0.051
C 1.3503 1.3426 1.9483 -0.216 0.483 -0.368
C 2.7818 1.2349 -0.0414 0.537 -1.650 1.275
C -1.8050 1.8509 0.8893 0.868 1.445 0.764
H -1.8371 3.0334 -1.3443 0.108 0.083 -0.264
H -2.6825 1.5462 -1.6950 0.175 0.145 -0.404
H -1.1237 1.9366 -2.5528 -0.036 -0.397 0.541
H -2.2319 -0.4402 -0.3204 -0.407 -0.120 0.051
H -0.9611 -0.5374 -1.4900 0.205 0.027 -0.306
H -0.4015 -1.9872 0.3197 -0.038 -0.371 0.209
H -0.5967 -0.7133 1.5505 0.170 -0.126 -0.471
H 1.3692 -0.7451 -0.8228 -0.053 -0.124 0.786
H 1.7343 -0.9598 0.9608 0.551 -0.716 -0.217
H 0.4702 0.9924 2.4531 -0.565 -0.177 0.244
H 2.1927 0.9097 2.4829 0.164 -0.115 -0.163
H 1.3961 2.4276 2.0924 0.002 -0.143 -0.142
H 2.9410 0.8809 -1.0619 0.079 0.030 0.113
H 3.0904 2.2593 0.0409 0.162 0.473 0.133
H 3.3652 0.6019 0.7172 -0.093 0.917 -1.411
H -1.5072 2.9233 1.0684 -0.370 -0.770 -0.558
H -1.5700 1.4385 1.8926 0.117 -0.453 -1.030
H -2.8956 1.8345 0.8337 0.031 -0.133 -0.379
H 1.3059 3.1859 -0.8070 0.620 0.989 -0.606
C 2.6723 4.3756 5.3392 0.726 0.467 -0.300
C 2.7517 3.0840 6.1705 -0.168 0.064 -0.240
C 3.9282 3.2108 7.0856 1.168 0.407 0.643
C 4.0051 2.0584 8.0422 0.459 -0.020 0.696
C 2.7275 2.0140 8.8564 0.860 -0.890 0.585
C 1.4576 1.9577 8.0692 -0.174 1.007 -1.491
N 1.6013 3.0712 7.0301 -1.743 -0.400 0.569
O 0.4880 3.0418 6.0897 -0.624 -0.101 1.260
C 1.1750 0.5713 7.5125 -0.166 -0.894 0.000
C 0.3394 2.3979 8.9973 -0.018 0.920 -1.411
C 2.8737 1.8443 5.2699 1.207 0.076 -0.121
H 1.9658 4.4061 4.4994 -0.355 -0.152 0.727
H 3.6227 4.4881 4.8115 0.310 0.007 0.204
H 2.5942 5.2489 6.0290 -0.315 -0.606 -0.628
H 4.8437 3.1723 6.4971 0.133 0.539 -0.200
H 3.8617 4.1552 7.6801 0.147 -0.489 -0.665
H 4.8958 2.1435 8.7113 -0.672 0.018 -0.407
H 4.1569 1.1452 7.4667 -0.086 -0.209 0.213
H 2.6568 2.8818 9.5090 0.275 0.045 0.202
H 2.7630 1.0963 9.4478 -0.140 0.157 0.468
H 0.6130 -0.0342 8.2525 0.380 0.286 -0.244
H 0.5881 0.5366 6.5941 -0.203 0.448 0.046
H 2.0903 0.0349 7.2656 0.146 -0.069 0.139
H 0.5206 3.4607 9.2102 -0.267 -0.299 0.213
H -0.6005 2.2927 8.4499 -0.245 -0.032 0.401
H 0.3537 1.8100 9.8840 -0.216 -0.455 0.755
H 3.5200 2.2190 4.4785 -0.517 -0.183 -0.920
H 1.8785 1.4989 4.9623 0.610 0.074 -0.283
H 3.5408 1.0232 5.6410 -1.123 0.468 0.239
H -0.2576 3.4236 6.6017 0.698 -0.152 -0.507
C 3.8310 2.2196 -5.2129 -0.547 2.014 -1.248
C 3.8509 0.7623 -5.6111 -0.031 -0.443 -0.406
C 5.3151 0.3442 -5.8140 -0.250 -0.690 -0.202
C 5.5802 -1.1671 -5.7269 -0.278 0.804 0.397
C 5.0098 -1.5728 -4.3744 2.227 0.390 0.175
C 3.5654 -1.3662 -4.2149 -2.257 -0.617 -1.602
N 3.3766 0.0639 -4.4078 -1.057 1.105 0.199
O 1.9803 0.4679 -4.2379 0.589 -0.902 -0.589
C 2.7063 -2.2841 -5.1871 0.089 0.219 1.776
C 3.0923 -1.6640 -2.8117 0.122 0.118 0.907
C 2.9920 0.5835 -6.9034 -0.759 -1.527 1.800
H 2.7898 2.6722 -5.2240 0.984 -0.779 0.305
H 4.3445 2.8686 -5.9838 -0.104 -0.795 0.786
H 4.3020 2.3344 -4.2364 -0.086 0.153 -0.071
H 5.6810 0.7392 -6.7308 0.125 0.445 -1.042
H 5.8922 0.8298 -5.0577 0.500 0.299 0.764
H 6.6776 -1.3731 -5.8088 -0.992 0.039 0.035
H 5.0184 -1.6950 -6.4921 0.278 -0.134 -0.403
H 5.4926 -0.9212 -3.6325 0.087 -0.222 0.104
H 5.3101 -2.5671 -4.1529 -0.020 -1.127 0.368
H 1.6552 -2.0250 -4.9765 0.321 -0.316 -0.285
H 2.8882 -2.2526 -6.2420 0.276 0.419 -0.518
H 2.9208 -3.3101 -4.8588 -0.349 0.080 -0.101
H 2.0339 -1.4200 -2.7012 0.048 -0.209 -0.099
H 3.2773 -2.6683 -2.4233 -0.056 -0.186 -0.594
H 3.6378 -1.0263 -2.1196 0.073 0.297 0.104
H 3.2351 -0.3424 -7.4657 -0.369 0.499 0.427
H 3.1408 1.4089 -7.5233 0.498 1.345 -1.172
H 1.9160 0.6473 -6.5876 0.878 -0.479 -0.438
H 1.9676 0.8654 -3.3711 0.071 0.151 0.637
C -4.7827 -3.4790 -4.1899 0.132 0.051 -1.145
C -3.9402 -4.3674 -5.1615 0.489 0.411 -0.435
C -3.5882 -3.5755 -6.4474 0.057 0.522 -0.014
C -2.6545 -2.4091 -6.1749 -0.200 0.539 1.987
C -1.4261 -2.9994 -5.5191 0.144 -0.629 0.673
C -1.6177 -3.8349 -4.2419 0.590 -1.645 -2.189
N -2.6649 -4.8347 -4.5596 -0.234 0.663 0.174
O -3.0300 -5.4654 -3.3259 0.020 0.021 -0.061
C -0.2819 -4.6545 -4.1952 -0.104 0.580 0.461
C -1.8242 -3.0633 -3.0194 0.283 0.652 1.519
C -4.6529 -5.6611 -5.6064 -0.253 1.915 -0.409
H -4.8865 -3.9475 -3.2136 0.111 0.086 0.062
H -4.3186 -2.4632 -4.1220 -0.563 -0.926 0.171
H -5.7940 -3.3790 -4.6253 0.363 0.117 0.227
H -3.0807 -4.2605 -7.1184 0.030 -0.252 -0.275
H -4.4821 -3.2019 -6.9628 -0.089 -0.339 0.270
H -2.2898 -1.8411 -6.9953 -0.185 0.202 -1.248
H -3.1800 -1.6441 -5.5520 0.488 -0.559 -0.242
H -0.5811 -2.3752 -5.2442 -0.103 0.778 -0.480
H -1.0650 -3.7274 -6.2442 0.295 0.107 -0.240
H 0.5903 -4.0019 -4.0024 -0.442 -0.019 -0.247
H -0.1783 -5.0900 -5.1945 0.216 -0.396 0.529
H -0.2421 -5.3806 -3.3768 -0.284 -0.213 -0.266
H -2.3111 -3.6040 -2.2340 -0.389 -0.633 0.313
H -2.3776 -2.1555 -3.1076 -0.320 0.841 -0.397
H -0.8528 -2.8496 -2.6062 0.486 0.562 0.207
H -3.9733 -6.3181 -6.1641 -0.235 0.037 0.512
H -5.0934 -6.0238 -4.7092 -0.337 -1.205 0.443
H -5.4517 -5.3180 -6.2745 -0.074 -0.397 0.036
H -2.6444 -6.3204 -3.4654 0.115 -0.912 0.220
C 2.7554 -5.0857 5.7725 1.190 0.552 1.115
C 2.0582 -4.5895 4.5055 0.203 0.666 -1.024
C 0.7347 -3.8176 4.7412 0.510 -0.221 0.977
C 0.9632 -2.4190 5.2786 1.355 -0.414 1.371
C 1.8658 -1.6564 4.3288 -1.481 -0.055 -0.828
C 3.2264 -2.2785 4.1519 -0.329 0.149 -1.944
N 2.9156 -3.6731 3.6723 0.332 -0.726 0.341
O 4.1400 -4.4051 3.5252 0.420 0.513 0.128
C 3.8865 -1.5273 2.9093 0.810 0.244 1.750
C 4.1294 -2.1585 5.3675 0.064 -1.372 -0.445
C 1.7202 -5.8422 3.6487 -0.044 0.314 1.194
H 2.9792 -4.3300 6.5670 -0.696 -0.292 -0.700
H 3.7740 -5.5034 5.6082 -0.833 0.149 -0.489
H 2.1786 -5.8723 6.2331 -0.348 -0.258 0.190
H 0.1560 -3.6940 3.8489 -0.151 -0.295 -0.988
H 0.1436 -4.4361 5.4041 -0.329 -0.056 0.370
H 1.5370 -2.4796 6.2504 -0.734 -0.014 -0.653
H 0.0538 -1.8661 5.5111 -0.093 -0.198 -0.186
H 1.9123 -0.6508 4.6991 0.430 0.692 -0.071
H 1.3914 -1.6337 3.3067 0.223 0.117 0.828
H 4.0364 -0.4564 3.1827 -0.188 -0.552 -0.015
H 4.9081 -1.9176 2.7843 -0.374 -0.084 -0.325
H 3.3205 -1.5139 1.9792 -0.125 -0.510 0.159
H 4.6695 -1.2426 5.3865 0.199 1.031 0.045
H 3.6189 -2.3334 6.3121 0.023 0.123 -0.018
H 4.8801 -2.9320 5.2194 0.213 -0.147 0.356
H 1.2267 -5.5861 2.7514 -0.366 0.638 -1.266
H 0.9521 -6.3674 4.2103 0.079 -0.465 0.211
H 2.5392 -6.5186 3.4111 0.151 0.139 0.308
H 4.1138 -4.8012 2.6495 -0.072 0.291 -0.370
C -5.3997 1.2995 -7.8189 -1.108 0.596 0.482
C -4.3501 2.4079 -7.9341 0.542 -1.975 -0.228
C -4.8402 3.7949 -7.6236 -1.133 -0.476 0.339
C -4.9352 4.0696 -6.1293 0.040 0.263 -0.483
C -3.6038 3.8313 -5.4733 1.222 0.410 0.721
C -3.0618 2.3830 -5.6409 -2.190 -0.594 -0.710
N -3.1968 2.0553 -7.0703 0.747 1.014 -0.554
O -2.7878 0.7009 -7.3167 -1.391 0.463 0.643
C -1.5784 2.3605 -5.3112 0.585 0.428 -0.674
C -3.9096 1.3389 -4.8133 -0.302 1.251 1.175
C -3.8374 2.3188 -9.3888 -0.063 1.576 0.670
H -6.1049 1.4309 -8.6639 0.223 -0.462 0.458
H -5.9783 1.3322 -6.8647 0.366 0.080 -0.683
H -4.8609 0.3532 -7.8494 -0.393 -0.060 -0.263
H -4.1338 4.4969 -8.0265 0.369 0.522 -0.303
H -5.8297 3.9795 -8.1132 0.779 -0.266 0.223
H -5.6251 3.4778 -5.5525 -0.783 -0.492 -0.319
H -5.3181 5.0888 -6.0984 0.334 0.263 0.657
H -3.6695 4.1085 -4.3900 0.242 -0.554 -0.764
H -2.8057 4.4763 -5.8968 -0.476 -0.061 0.085
H -1.2240 1.3647 -5.1053 0.098 -0.477 0.376
H -0.9120 2.7310 -6.1563 -1.134 -0.128 0.874
H -1.4440 3.0078 -4.4512 0.373 -0.039 0.270
H -3.6725 1.4387 -3.7346 0.099 -0.104 -0.483
H -5.0301 1.4429 -4.8427 1.105 0.294 -0.368
H -3.6964 0.3357 -5.1242 0.317 -0.469 -0.180
H -4.6199 2.6948 -10.0421 -0.028 0.212 -0.209
H -3.6504 1.3178 -9.6794 0.387 -1.003 -0.168
H -2.9289 2.9395 -9.4795 -0.344 -0.278 -0.160
H -1.8987 0.8511 -7.5629 1.558 -0.096 -0.572
```
Forces are in eV/Å.

Properties
ΔE to the lowest compared entry with this formula, charge and spin ... 0.0 kcal/mol
Orbital gap ... 0.31431 hartree
Calculated total energy ... -141222.016 eV